Record 1
Density functional theory data (ωB97M-V/def2-TZVPD) for a structure of composition C2H5NOSi.

Structure (XYZ):
```
10
Properties=species:S:1:pos:R:3:forces:R:3:lowdin_charge:R:1
C 2.173 2.034 -1.108 -4.51 -0.85 1.46 -0.325
C 0.244 -1.070 -0.111 1.56 -1.18 0.47 -0.168
N 3.256 2.156 -1.443 1.54 0.21 -0.48 -0.064
O -0.484 0.059 -0.525 -0.29 0.06 0.01 -0.419
Si -0.117 1.603 -0.299 1.85 1.16 -1.51 0.683
H 0.978 -1.319 -0.944 -1.24 -0.23 0.80 0.099
H -0.512 -1.950 0.136 1.94 1.93 -0.35 0.128
H 0.989 -0.750 0.717 -1.56 -0.99 -0.65 0.096
H 0.128 2.048 1.135 -0.33 -0.20 -0.96 -0.024
H -1.097 2.208 -1.331 1.04 0.09 1.21 -0.006
```
Positions in Å, forces in eV/Å.

Output
ΔE to the lowest compared entry with this formula, charge and spin = 45.6 kcal per mole
LUMO = 0.0047 Eh
HOMO = -11.2 eV
gap between HOMO and LUMO = 11.3 eV
charge = 0
F_max = 4.82 eV/Å
E_tot = -13568.48056 eV


Record 2
Density functional theory data (ωB97M-V/def2-TZVPD) for a cluster of 4 separate species, C8H12N2 in total.

Structure (XYZ):
```
22
Properties=species:S:1:pos:R:3:forces:R:3:lowdin_charge:R:1
C 3.545 0.548 0.505 2.25 -2.51 -3.60 -0.120
C 2.459 -0.460 -0.403 2.97 -3.05 -0.22 -0.229
C 0.991 -0.620 -0.040 1.15 5.26 -1.63 -0.313
C 0.351 -1.784 0.064 0.63 -2.29 -2.84 -0.165
C -1.673 -0.686 -0.017 0.43 0.63 0.63 -0.287
C -3.219 -0.572 0.191 -0.68 -1.70 -1.48 -0.134
C -0.999 0.641 -0.257 1.10 -6.16 2.28 -0.447
C -1.792 1.776 -0.032 -2.31 5.63 0.58 -0.139
H 4.251 -0.151 1.361 -2.72 2.62 -2.57 0.122
H 2.850 1.342 0.721 0.61 0.58 1.09 -0.016
H 4.512 1.058 -0.482 -3.13 -1.65 3.30 0.156
H 2.367 -0.254 -1.569 0.95 -0.04 2.50 0.125
H 2.982 -1.601 -0.264 -1.49 3.04 -0.74 0.133
H 0.865 -2.673 -0.531 -0.79 1.13 2.56 0.160
H -3.350 -0.311 1.475 -0.29 -0.57 -4.29 0.165
H -3.775 -1.630 -0.237 1.59 2.88 1.94 0.121
H -3.576 0.282 -0.730 0.52 -2.80 3.36 0.101
H -1.512 2.155 1.412 -0.81 -0.70 -4.63 0.204
H -3.331 1.586 -0.024 5.44 1.19 -0.18 0.178
H -1.307 2.545 -0.999 -1.93 -1.26 3.50 0.147
N -0.976 -1.827 0.128 -3.02 1.32 -0.51 0.091
N 0.335 0.638 -0.272 -0.46 -1.56 0.96 0.147
```
Positions in Å, forces in eV/Å.

Output
ΔE to the lowest compared entry with this formula, charge and spin = 265.9 kcal per mole
LUMO = -0.0016 Eh
HOMO = -8.6 eV
gap between HOMO and LUMO = 8.5 eV
charge = 0
F_max = 6.66 eV/Å
E_tot = -11459.70794 eV


Record 3
Density functional theory data (ωB97M-V/def2-TZVPD) for a structure of composition C13H11F6MoN2O10S3.

Structure (XYZ):
```
46
Properties=species:S:1:pos:R:3:forces:R:3:lowdin_charge:R:1
Mo 9.453 10.969 6.611 0.36 -0.12 -0.27 1.826
O 9.338 17.161 6.988 -0.08 -0.01 0.39 0.149
C 9.271 15.842 6.895 0.47 -0.05 -0.55 -0.260
C 9.054 15.170 5.682 -0.29 0.06 -0.13 0.105
C 9.057 13.808 5.669 -0.11 -1.17 -0.65 -0.115
N 9.287 13.063 6.767 -0.01 1.06 -0.25 0.004
C 9.522 13.710 7.911 0.10 0.00 0.89 -0.127
C 9.544 15.087 8.029 -0.14 -0.87 0.43 0.119
C 9.793 12.730 9.042 0.01 -1.56 -0.69 -0.479
O 9.975 12.911 10.200 0.00 0.89 0.03 0.178
O 9.829 11.467 8.519 -0.24 0.44 -0.78 -0.252
C 8.886 12.894 4.434 0.38 -0.14 0.29 -0.484
O 8.501 13.200 3.350 0.00 0.52 0.30 0.174
O 9.301 11.665 4.755 -0.16 -0.07 0.96 -0.178
H 9.170 17.587 6.145 -0.09 0.18 -0.29 0.136
H 8.883 15.679 4.743 -0.04 0.13 0.00 0.149
H 9.766 15.530 8.992 -0.04 0.06 -0.07 0.154
F 7.178 9.581 9.325 0.54 -0.08 0.00 0.164
C 6.224 8.993 8.631 -0.36 0.20 0.09 -0.682
F 5.075 9.493 9.024 -0.46 0.20 -0.25 0.185
F 6.219 7.690 8.837 0.25 -0.07 -0.09 0.175
S 6.460 9.332 6.788 0.69 0.01 0.44 0.708
O 7.289 10.571 6.728 -0.03 -0.03 0.09 -0.415
O 5.195 9.374 6.185 -0.59 0.09 -0.26 -0.181
N 7.317 8.065 6.309 0.58 0.62 0.30 -0.253
S 8.857 8.291 6.393 -0.21 -0.54 -0.65 0.670
O 9.441 9.061 5.282 -0.26 -0.12 0.38 -0.319
O 9.386 8.907 7.623 -0.04 0.30 0.27 -0.365
C 9.409 6.542 6.385 0.45 -0.79 -0.19 -0.688
F 10.740 6.483 6.499 -0.49 0.29 0.07 0.163
F 9.037 5.972 5.264 0.00 0.11 -0.32 0.197
F 8.833 5.927 7.397 0.16 0.16 0.26 0.189
O 11.485 10.760 6.344 -0.20 0.39 0.21 -0.630
S 12.546 11.253 7.389 -0.32 -0.15 0.23 1.078
C 12.600 9.870 8.569 0.36 -0.21 -0.46 -0.275
C 13.241 8.737 7.756 -0.32 0.75 -0.32 -0.209
C 14.463 9.383 7.089 0.03 -0.06 -0.29 -0.193
C 14.100 10.807 6.586 -0.25 -0.48 0.18 -0.272
H 11.589 9.699 8.923 -0.09 0.07 0.03 0.080
H 13.241 10.170 9.399 -0.03 0.16 0.04 0.115
H 12.521 8.360 7.024 0.14 0.15 -0.03 0.101
H 13.508 7.901 8.378 0.21 -0.25 0.36 0.122
H 14.838 8.762 6.280 0.02 0.08 -0.11 0.121
H 15.267 9.475 7.811 0.13 -0.02 0.19 0.116
H 13.946 10.900 5.512 -0.24 -0.15 0.01 0.106
H 14.804 11.585 6.858 0.24 0.00 0.20 0.093
```
Positions in Å, forces in eV/Å.

Output
LUMO (spin up / spin down) = -0.1534 / -0.1752 Eh
HOMO (spin up / spin down) = -12.6 / -13.7 eV
gap between HOMO and LUMO (spin up / spin down) = 8.5 / 9.0 eV
multiplicity = 3
charge = +1
F_max = 1.71 eV/Å
E_tot = -87775.56179 eV


Record 4
Density functional theory data (ωB97M-V/def2-TZVPD) for a cluster of 2 separate species, CH3ClOSi in total.

Structure (XYZ):
```
7
Properties=species:S:1:pos:R:3:forces:R:3:lowdin_charge:R:1
C -1.966 0.992 -0.603 -0.28 0.48 0.10 -0.107
O -2.667 1.174 0.260 0.06 -0.03 -0.19 0.026
Si 0.968 -0.322 -0.016 0.66 0.79 1.89 0.172
Cl -0.705 -1.481 0.062 -0.67 -0.18 -0.34 0.212
H 0.981 0.871 0.985 -0.42 -0.90 -0.94 -0.063
H 1.594 0.108 -1.241 -0.35 0.15 -0.83 -0.107
H 1.795 -1.343 0.553 1.01 -0.30 0.32 -0.133
```
Positions in Å, forces in eV/Å.

Output
ΔE to the lowest compared entry with this formula, charge and spin = 8.1 kcal per mole
LUMO = 0.0272 Eh
HOMO = -11.0 eV
gap between HOMO and LUMO = 11.7 eV
charge = 0
F_max = 2.15 eV/Å
E_tot = -23533.06242 eV